Formula: C49H42LiN5O2P2
Source: the OMol25 dataset
Level of theory: ωB97M-V/def2-TZVPD

Cartesian coordinates (Å):
Li1 -2.0765 -0.1152 -0.2673
C1 -5.2440 -1.0650 0.9753
C2 -4.5502 0.2548 0.8351
O1 -3.3619 0.3955 1.1270
N1 -5.2711 1.3015 0.3829
C3 -4.6210 2.5550 0.0446
C4 -3.9920 2.5371 -1.3326
C5 -4.1060 3.6190 -2.1919
C6 -3.5107 3.5441 -3.4437
C7 -2.8472 2.3839 -3.8017
C8 -2.7924 1.3490 -2.8784
N2 -3.3300 1.4265 -1.6633
H1 -4.8632 -1.7206 0.1904
H2 -6.3272 -0.9868 0.8972
H3 -4.9670 -1.4972 1.9357
H4 -6.1801 1.1100 -0.0042
H5 -3.8465 2.7355 0.7920
H6 -5.3531 3.3588 0.1148
H7 -4.6603 4.4985 -1.8896
H8 -3.5819 4.3754 -4.1334
H9 -2.3787 2.2660 -4.7689
H10 -2.3036 0.4132 -3.1179
C9 5.9308 0.2352 1.7524
C10 4.7049 0.9924 1.2188
C11 5.0427 2.4872 1.0845
C12 4.3203 0.4482 -0.1428
C13 5.2797 0.2698 -1.1356
C14 4.9569 -0.2642 -2.3673
C15 3.6560 -0.6657 -2.6198
C16 2.6591 -0.4904 -1.6695
P1 0.9849 -1.2403 -1.8413
C17 1.4491 -2.9256 -1.2811
C18 2.2109 -3.8245 -2.0216
C19 2.5434 -5.0633 -1.4962
C20 2.1446 -5.4058 -0.2123
C21 1.4064 -4.5074 0.5443
C22 1.0537 -3.2782 0.0081
C23 0.8646 -1.3625 -3.6630
C24 1.0815 -0.2181 -4.4339
C25 0.8360 -0.2232 -5.7979
C26 0.3562 -1.3705 -6.4146
C27 0.1231 -2.5090 -5.6572
C28 0.3716 -2.5054 -4.2900
C29 3.0109 0.1048 -0.4554
O2 1.9765 0.3027 0.4347
C30 2.2572 0.5403 1.7564
C31 1.1620 0.5040 2.6326
C32 1.4059 0.7176 3.9839
C33 2.6831 0.9855 4.4447
C34 3.7303 1.0589 3.5490
C35 3.5472 0.8373 2.1880
P2 -0.5527 0.3780 1.9566
C36 -0.9134 2.1795 1.9562
C37 -1.0108 2.9730 3.0965
C38 -1.2444 4.3357 2.9884
C39 -1.3598 4.9288 1.7371
C40 -1.2339 4.1538 0.5934
C41 -1.0166 2.7872 0.7068
C42 -1.4180 -0.3256 3.4055
C43 -2.5434 0.2301 4.0042
C44 -3.2024 -0.4419 5.0260
C45 -2.7504 -1.6806 5.4554
C46 -1.6362 -2.2508 4.8535
C47 -0.9798 -1.5795 3.8348
H11 6.7796 0.3403 1.0780
H12 5.7102 -0.8266 1.8651
H13 6.2409 0.6278 2.7203
H14 5.8823 2.6282 0.4013
H15 5.3131 2.9070 2.0552
H16 4.1880 3.0432 0.6966
H17 6.3067 0.5497 -0.9386
H18 5.7248 -0.4045 -3.1164
H19 3.4157 -1.1413 -3.5622
H20 2.5315 -3.5743 -3.0251
H21 3.0954 -5.7709 -2.0999
H22 2.3951 -6.3791 0.1895
H23 1.0837 -4.7724 1.5436
H24 0.4485 -2.5903 0.5879
H25 1.4503 0.6866 -3.9633
H26 1.0217 0.6709 -6.3803
H27 0.1714 -1.3789 -7.4812
H28 -0.2457 -3.4113 -6.1258
H29 0.1871 -3.4053 -3.7185
H30 0.5809 0.6824 4.6846
H31 2.8562 1.1621 5.4978
H32 4.7181 1.3045 3.9174
H33 -0.8990 2.5284 4.0780
H34 -1.3267 4.9391 3.8836
H35 -1.5364 5.9938 1.6563
H36 -1.3062 4.6081 -0.3871
H37 -0.9138 2.1891 -0.1935
H38 -2.9228 1.1828 3.6600
H39 -4.0745 0.0062 5.4855
H40 -3.2657 -2.2024 6.2514
H41 -1.2807 -3.2215 5.1744
H42 -0.1113 -2.0346 3.3697
N3 -2.6520 -1.6070 -1.2792
C48 -2.9168 -2.5796 -1.8759
N4 -3.3562 -3.6284 -2.4605
C49 -2.7427 -4.2764 -3.4232
N5 -2.2741 -4.9017 -4.2800

Calculated values
HOMO-LUMO gap	0.2913	Eh
E_HOMO	-0.2824	Eh
calculated total energy	-81826.1043	eV